Here is a molecular structure, C19H61BClF5IN2O24S from the OMol25 dataset. Energies are from wB97M-V/def2-TZVPD.

Calculated values
ΔE to the lowest compared entry with this formula, charge and spin in kcal/mol: 6.39
HOMO level in eV: -11.24
HOMO-LUMO gap in eV: 5.78
Charge: +1
E_LUMO in eV: -5.46

Each line ends with the Löwdin charge.
Cartesian coordinates (Å):
C 1.4457 5.6584 -2.4765  -0.08
C 0.5444 4.4396 -2.2512  -0.25
C 0.9013 3.3724 -3.2656  -0.16
N 0.1830 2.0728 -3.1681  0.07
C 0.8168 0.9958 -2.5871  -0.17
C 0.8276 0.7000 -1.2115  -0.08
C -0.0121 1.5227 -0.2570  -0.07
C -1.3860 1.8065 -0.8367  -0.25
C -2.0413 3.0049 -0.6398  -0.04
C -3.2958 3.2668 -1.1528  -0.01
C -3.9403 2.2960 -1.9142  -0.24
C -5.2855 2.6149 -2.5010  -0.04
C -3.3071 1.0743 -2.0796  -0.03
C -2.0581 0.8182 -1.5494  -0.07
C 1.5728 -0.3945 -0.7424  -0.20
S 1.7051 -0.6886 1.0385  0.75
O 1.7068 0.5448 1.7646  -0.24
O 2.8602 -1.4685 1.3605  -0.34
C 0.2542 -1.6502 1.6698  -0.44
F -0.8288 -1.1217 1.0576  0.12
F 0.1117 -1.4426 2.9754  0.14
C 0.2266 -3.1598 1.3649  -0.59
F 0.0569 -3.3414 0.0621  0.17
F -0.8524 -3.6645 1.9746  0.20
F 1.2793 -3.7952 1.8472  0.18
C 2.2175 -1.2315 -1.6775  -0.59
I 3.2960 -2.9838 -1.1721  1.20
C 2.1583 -0.9050 -3.0130  -0.65
Cl 2.9755 -1.8379 -4.1907  0.83
N 1.4624 0.1751 -3.4459  0.04
C 1.4256 0.4285 -4.8911  -0.03
B 2.7195 1.2111 -5.4498  -0.65
O 3.4777 2.0071 -4.6103  0.16
O 3.1091 1.0958 -6.7404  0.22
H 2.4005 5.5040 -1.9769  0.07
H 1.0023 6.5365 -2.0149  0.08
H 1.6222 5.8381 -3.5360  0.08
H 0.6966 4.1305 -1.2190  0.09
H -0.5067 4.7257 -2.3380  0.07
H 0.6826 3.7872 -4.2524  0.13
H 1.9682 3.1879 -3.2181  0.09
H -0.8116 2.1191 -2.9815  0.13
H -0.2444 0.8970 0.5871  0.08
H 0.5027 2.3986 0.1296  0.13
H -1.5490 3.7682 -0.0518  0.11
H -3.7547 4.2167 -0.9559  0.10
H -5.7527 1.7720 -2.9982  0.08
H -5.9174 2.9686 -1.6932  0.07
H -5.2082 3.4595 -3.1845  0.09
H -3.8235 0.3113 -2.6561  0.08
H -1.6150 -0.1581 -1.7314  0.12
H 0.5733 1.0631 -5.1294  0.14
H 1.2571 -0.4875 -5.4435  0.10
H 4.1676 1.4630 -4.2097  0.12
H 2.3853 0.9342 -7.3559  0.12
O -8.1184 3.4542 -2.5780  -0.05
H -8.2120 3.6546 -3.5146  0.04
H -9.0233 3.3334 -2.2724  0.04
O 2.6504 3.6556 2.2717  -0.05
H 2.6539 2.6961 2.2105  -0.02
H 3.3553 3.8546 2.8974  0.05
O 1.0650 -1.8713 5.7553  -0.03
H 0.8723 -1.6846 4.8325  0.00
H 0.2231 -1.7256 6.2062  0.04
O 0.0904 -6.7111 3.3409  -0.04
H 0.7924 -6.4082 3.9307  0.05
H -0.0453 -5.9754 2.7388  0.01
O 3.7030 -5.3940 2.9619  -0.04
H 3.7607 -4.4326 2.9471  0.04
H 2.8521 -5.5902 2.5566  -0.01
O -1.9275 5.8550 -3.3067  -0.05
H -1.7444 5.8332 -4.2519  0.05
H -2.5620 6.5735 -3.2075  0.05
O 0.6361 -0.3113 8.5793  -0.05
H 0.9853 -0.7808 7.8163  -0.01
H 0.7059 -0.9451 9.3003  0.04
O 1.0821 -6.2294 -0.0629  -0.03
H 1.1229 -5.2708 -0.0755  -0.03
H 0.2351 -6.4440 -0.4678  0.06
O 2.7191 -8.2035 2.0896  -0.05
H 3.4107 -7.8978 2.6872  0.03
H 2.5814 -7.4711 1.4807  -0.01
O 2.6366 1.4540 4.9277  -0.04
H 2.4385 1.1693 4.0306  -0.01
H 1.8906 1.1436 5.4517  0.03
O -2.6117 -1.5080 4.4886  -0.03
H -2.4776 -2.4451 4.6724  0.05
H -1.7858 -1.2148 4.1006  0.01
O 6.1809 -3.8232 -3.6338  -0.06
H 5.9860 -4.2861 -4.4552  0.06
H 5.4243 -3.2437 -3.4959  -0.04
O -4.7738 -1.4301 -3.2228  -0.05
H -5.6104 -1.8511 -2.9968  0.05
H -4.4067 -1.9889 -3.9155  0.04
O -3.7391 1.2031 2.8162  -0.03
H -3.3989 0.7317 2.0475  0.04
H -3.7415 0.5467 3.5254  0.03
O -5.5837 -2.6394 5.2615  -0.05
H -5.4574 -3.5762 5.4412  0.04
H -4.7525 -2.3440 4.8773  -0.01
O -1.5259 3.2913 2.9242  -0.05
H -2.0729 2.4896 2.9820  0.00
H -0.6176 2.9716 2.9111  0.03
O 7.9484 -3.1971 -1.4500  -0.06
H 7.2597 -3.3273 -2.1163  -0.03
H 8.3438 -2.3478 -1.6650  0.03
O -3.7379 5.2335 1.0107  -0.05
H -3.2630 6.0425 0.7935  0.05
H -3.1730 4.7774 1.6506  0.03
O -0.5009 -8.5929 5.5483  -0.06
H -0.2269 -7.8554 4.9917  -0.02
H -0.5642 -9.3326 4.9374  0.04
O 3.2471 2.5685 -1.2303  -0.01
H 3.2887 1.6240 -1.4044  0.02
H 3.9659 2.7189 -0.6035  0.07